1.
{"formula": "C25H68BFO22P2S8", "method": "ωB97M-V with the def2-TZVPD basis set", "symbols": ["C", "C", "F", "C", "B", "P", "S", "P", "C", "O", "H", "H", "H", "H", "H", "H", "H", "H", "H", "H", "H", "H", "O", "S", "O", "O", "C", "C", "C", "H", "H", "H", "H", "H", "H", "H", "H", "O", "S", "O", "O", "C", "C", "C", "H", "H", "H", "H", "H", "H", "H", "H", "O", "S", "O", "O", "C", "C", "C", "H", "H", "H", "H", "H", "H", "H", "H", "O", "S", "O", "O", "C", "C", "C", "H", "H", "H", "H", "H", "H", "H", "H", "O", "S", "O", "O", "C", "C", "C", "H", "H", "H", "H", "H", "H", "H", "H", "O", "S", "O", "O", "C", "C", "C", "H", "H", "H", "H", "H", "H", "H", "H", "O", "S", "O", "O", "C", "C", "C", "H", "H", "H", "H", "H", "H", "H", "H"], "coordinates": [[3.483, -1.034, -0.099], [2.717, -2.109, -0.833], [2.274, -1.555, -2.044], [1.521, -2.621, -0.044], [1.510, -4.144, 0.302], [0.308, -4.832, 1.622], [1.519, -5.614, 2.975], [2.617, -5.533, -0.450], [4.236, -5.149, 0.380], [2.765, -5.050, -2.044], [4.405, -0.862, -0.636], [2.904, -0.127, -0.015], [3.768, -1.432, 0.869], [3.428, -2.883, -1.096], [1.447, -2.034, 0.867], [0.615, -2.393, -0.606], [-0.555, -3.844, 2.130], [-0.435, -5.866, 1.026], [4.719, -6.074, 0.644], [4.849, -4.583, -0.307], [4.068, -4.551, 1.255], [3.155, -5.798, -2.525], [-1.542, -1.588, 0.200], [-2.938, -1.707, 0.503], [-3.706, -2.768, -0.077], [-3.648, -0.322, 0.220], [-3.451, 0.282, -1.084], [-4.309, -0.367, -2.149], [-3.166, -1.732, 2.247], [-2.393, 0.251, -1.349], [-3.728, 1.324, -0.971], [-3.992, -1.392, -2.344], [-4.236, 0.199, -3.076], [-5.351, -0.399, -1.833], [-2.613, -0.908, 2.689], [-2.782, -2.684, 2.608], [-4.228, -1.650, 2.467], [-4.298, 2.879, -2.648], [-4.841, 4.103, -3.161], [-6.004, 4.082, -3.990], [-3.681, 4.900, -3.893], [-2.923, 4.199, -4.904], [-3.670, 4.103, -6.219], [-5.092, 5.238, -1.840], [-2.638, 3.213, -4.533], [-2.011, 4.777, -5.041], [-4.544, 3.458, -6.134], [-3.016, 3.692, -6.989], [-4.016, 5.086, -6.534], [-4.189, 5.280, -1.238], [-5.927, 4.865, -1.251], [-5.330, 6.211, -2.260], [0.958, 7.316, -7.484], [0.670, 7.524, -6.099], [-0.581, 7.094, -5.551], [0.881, 9.066, -5.759], [0.204, 10.030, -6.589], [-1.266, 10.164, -6.240], [1.981, 6.893, -5.112], [0.342, 9.773, -7.640], [0.719, 10.972, -6.413], [-1.816, 9.258, -6.490], [-1.706, 10.994, -6.792], [-1.391, 10.341, -5.172], [2.926, 7.257, -5.502], [1.944, 5.808, -5.173], [1.832, 7.216, -4.086], [-5.315, -7.036, 4.489], [-4.098, -7.550, 3.939], [-2.849, -6.930, 4.251], [-4.253, -7.648, 2.359], [-4.676, -6.455, 1.663], [-3.548, -5.462, 1.491], [-3.984, -9.277, 4.257], [-5.526, -6.008, 2.181], [-5.030, -6.794, 0.692], [-3.239, -5.052, 2.455], [-3.843, -4.628, 0.851], [-2.679, -5.944, 1.045], [-4.921, -9.747, 3.975], [-3.802, -9.396, 5.322], [-3.153, -9.682, 3.685], [4.775, 5.710, -4.189], [5.859, 5.102, -3.475], [7.208, 5.460, -3.774], [5.701, 3.523, -3.561], [5.543, 2.931, -4.869], [6.856, 2.829, -5.619], [5.588, 5.255, -1.744], [4.801, 3.492, -5.439], [5.135, 1.939, -4.688], [7.239, 3.813, -5.885], [6.718, 2.257, -6.536], [7.611, 2.338, -5.005], [4.574, 4.939, -1.517], [5.728, 6.303, -1.489], [6.316, 4.640, -1.222], [-3.387, 0.378, 5.442], [-4.452, -0.387, 6.018], [-5.541, -0.836, 5.206], [-5.024, 0.400, 7.275], [-5.418, 1.775, 7.082], [-6.767, 1.898, 6.402], [-3.784, -1.760, 6.894], [-4.641, 2.305, 6.528], [-5.459, 2.204, 8.080], [-6.725, 1.551, 5.371], [-7.089, 2.940, 6.399], [-7.514, 1.298, 6.921], [-2.987, -1.407, 7.541], [-3.396, -2.456, 6.154], [-4.579, -2.227, 7.468], [5.795, -4.033, 2.769], [6.764, -3.485, 3.668], [8.160, -3.685, 3.434], [6.405, -3.950, 5.145], [6.207, -5.362, 5.370], [7.516, -6.121, 5.458], [6.457, -1.767, 3.898], [5.558, -5.771, 4.595], [5.669, -5.429, 6.313], [8.029, -6.139, 4.498], [7.329, -7.151, 5.764], [8.184, -5.652, 6.180], [5.402, -1.627, 4.119], [6.722, -1.267, 2.969], [7.079, -1.407, 4.712]], "forces_ev_per_angstrom": [[0.285, -0.640, -0.196], [0.129, 0.464, 0.087], [-0.052, -0.041, -0.138], [0.537, -0.475, -0.198], [-0.129, 0.626, -0.371], [0.863, -0.635, 0.288], [0.127, 0.325, 0.017], [-0.319, -1.148, 0.322], [-0.728, 0.186, -0.525], [0.517, 0.139, 0.013], [0.253, 0.408, -0.189], [-0.176, 0.286, 0.166], [-0.056, 0.117, 0.355], [-0.140, -0.340, -0.180], [-0.332, 0.132, 0.331], [-0.271, 0.004, -0.024], [-0.298, -0.175, -0.248], [-0.454, 0.398, -0.050], [0.228, -0.241, 0.141], [0.256, 0.144, -0.219], [0.103, 0.119, 0.483], [-0.315, 0.327, 0.049], [0.101, -0.212, -0.140], [-0.430, 0.461, 0.389], [0.192, 0.082, -0.255], [0.134, -0.158, 0.131], [-0.026, 0.197, -0.627], [0.029, -0.296, 0.074], [0.015, 0.072, 0.086], [0.025, -0.115, 0.151], [-0.048, -0.019, 0.239], [0.016, 0.013, 0.003], [-0.001, 0.103, 0.047], [-0.016, 0.089, -0.022], [-0.022, 0.030, 0.000], [0.004, -0.026, -0.058], [-0.009, 0.009, -0.008], [-0.130, -0.159, -0.053], [0.308, 0.518, -0.019], [-0.118, -0.213, 0.017], [-0.093, 0.004, 0.175], [0.344, -0.236, -0.577], [-0.269, -0.043, 0.107], [0.021, 0.018, 0.059], [-0.114, 0.029, 0.131], [-0.086, 0.188, 0.205], [0.016, -0.016, -0.001], [0.070, 0.035, 0.029], [0.084, 0.029, -0.030], [0.016, -0.005, -0.013], [-0.015, -0.045, -0.034], [-0.008, -0.004, -0.031], [-0.188, -0.069, -0.131], [0.380, 0.209, 0.332], [-0.163, -0.163, -0.117], [0.065, -0.131, 0.057], [-0.331, 0.371, -0.277], [-0.041, -0.219, 0.058], [0.041, 0.065, -0.004], [0.050, -0.131, 0.045], [0.139, -0.095, 0.121], [0.010, 0.004, -0.019], [0.059, 0.037, -0.008], [0.019, 0.069, -0.002], [0.018, -0.014, 0.001], [-0.035, -0.007, -0.046], [-0.020, 0.005, 0.005], [0.011, 0.167, 0.125], [0.013, -0.332, -0.367], [-0.010, 0.146, 0.174], [-0.035, -0.143, 0.124], [-0.069, 0.533, -0.295], [0.104, 0.101, 0.157], [-0.012, -0.058, -0.018], [0.027, -0.100, 0.115], [0.039, -0.218, 0.059], [-0.006, -0.071, 0.015], [-0.101, -0.299, 0.073], [-0.048, -0.068, -0.047], [-0.013, 0.014, -0.009], [0.004, 0.059, 0.015], [0.021, 0.025, -0.003], [-0.002, 0.143, -0.153], [-0.032, -0.439, 0.324], [0.017, 0.184, -0.127], [-0.035, 0.137, 0.132], [0.029, -0.270, -0.545], [0.103, 0.208, 0.090], [-0.049, -0.006, 0.044], [0.009, 0.109, 0.109], [-0.017, 0.043, 0.213], [-0.019, 0.002, -0.011], [-0.057, -0.040, 0.023], [-0.026, -0.070, -0.011], [-0.006, -0.014, -0.013], [0.019, 0.020, -0.053], [0.025, -0.004, -0.019], [-0.045, 0.061, -0.261], [0.021, -0.180, 0.558], [0.053, 0.055, -0.268], [0.093, -0.142, -0.024], [-0.247, 0.530, -0.103], [0.017, -0.190, -0.139], [0.011, 0.008, 0.063], [0.063, -0.136, -0.029], [0.073, -0.182, 0.084], [0.015, 0.014, 0.000], [0.036, 0.020, 0.058], [-0.010, 0.046, 0.054], [0.005, 0.018, -0.003], [-0.022, 0.019, -0.044], [-0.026, -0.004, -0.021], [0.163, -0.040, -0.117], [-0.172, 0.170, 0.456], [0.059, -0.059, -0.183], [0.029, 0.161, -0.060], [-0.020, -0.596, 0.096], [0.125, 0.142, -0.152], [-0.046, 0.048, 0.019], [0.010, 0.136, -0.071], [-0.018, 0.214, 0.009], [-0.019, -0.011, -0.008], [-0.063, 0.011, 0.033], [-0.032, -0.028, 0.058], [-0.009, -0.023, 0.006], [0.023, -0.047, -0.030], [0.024, -0.017, 0.001]], "charge": 0, "e_lumo_ev": -0.21, "gap_ev": 7.725, "homo_energy_ha": -0.2916, "smiles": "C[C@H](F)CB([PH2]=S)P(C)O.CCOS(C)(=O)=O.CCOS(C)(=O)=O.CCOS(C)(=O)=O.CCOS(C)(=O)=O.CCOS(C)(=O)=O.CCOS(C)(=O)=O.CCOS(C)(=O)=O"}

2.
{"formula": "C25H68F3N9O36P4", "method": "ωB97M-V with the def2-TZVPD basis set", "symbols": ["C", "N", "O", "O", "H", "H", "H", "C", "N", "O", "O", "H", "H", "H", "C", "N", "O", "O", "H", "H", "H", "C", "N", "O", "O", "H", "H", "H", "C", "N", "O", "O", "H", "H", "H", "C", "N", "O", "O", "H", "H", "H", "C", "N", "O", "O", "H", "H", "H", "C", "N", "O", "O", "H", "H", "H", "C", "N", "O", "O", "H", "H", "H", "C", "O", "P", "O", "O", "C", "O", "C", "H", "H", "H", "H", "H", "H", "H", "H", "H", "C", "O", "P", "O", "O", "C", "O", "C", "H", "H", "H", "H", "H", "H", "H", "H", "H", "C", "O", "P", "O", "O", "C", "O", "C", "H", "H", "H", "H", "H", "H", "H", "H", "H", "C", "O", "P", "O", "O", "C", "O", "C", "H", "H", "H", "H", "H", "H", "H", "H", "H", "C", "C", "O", "C", "O", "C", "F", "F", "F", "H", "H", "H", "H", "H"], "coordinates": [[-11.511, -0.218, 5.341], [-10.067, 0.180, 5.191], [-9.522, 0.975, 5.953], [-9.497, -0.297, 4.286], [-11.901, 0.047, 6.324], [-11.637, -1.286, 5.165], [-12.085, 0.388, 4.640], [-1.582, -1.436, 6.510], [-1.696, -2.785, 5.754], [-2.588, -3.520, 6.075], [-0.776, -3.056, 5.013], [-2.493, -1.007, 6.927], [-1.361, -0.704, 5.733], [-0.944, -1.590, 7.380], [5.656, 3.269, -3.851], [4.865, 4.075, -4.794], [4.458, 5.144, -4.412], [4.699, 3.708, -5.937], [5.318, 2.245, -4.010], [5.380, 3.574, -2.842], [6.716, 3.485, -3.988], [-4.674, 0.342, -7.143], [-5.852, -0.534, -7.459], [-6.178, -0.636, -8.652], [-6.381, -1.108, -6.478], [-4.780, 1.080, -6.348], [-4.406, 0.864, -8.062], [-3.865, -0.327, -6.850], [2.554, -2.262, -8.216], [2.404, -2.120, -9.680], [3.455, -2.218, -10.354], [1.322, -1.945, -10.116], [3.261, -3.058, -7.979], [1.588, -2.430, -7.738], [2.854, -1.286, -7.835], [-4.762, -7.644, -5.003], [-3.753, -7.205, -5.928], [-3.158, -6.111, -5.827], [-3.557, -7.982, -6.878], [-5.702, -7.876, -5.504], [-4.988, -6.829, -4.316], [-4.417, -8.559, -4.522], [-7.891, 6.117, 1.550], [-7.349, 6.983, 2.641], [-8.097, 7.478, 3.337], [-6.097, 6.991, 2.828], [-7.920, 6.696, 0.626], [-8.901, 5.750, 1.732], [-7.218, 5.286, 1.339], [4.956, -5.090, 8.256], [6.244, -5.396, 8.945], [6.409, -6.471, 9.555], [7.134, -4.572, 8.778], [4.719, -4.027, 8.299], [4.264, -5.746, 8.785], [5.141, -5.368, 7.218], [-11.493, -1.862, -2.291], [-12.360, -1.882, -1.033], [-13.097, -0.935, -0.831], [-12.315, -2.841, -0.317], [-12.162, -1.561, -3.097], [-11.128, -2.884, -2.390], [-10.809, -1.018, -2.206], [6.441, 3.486, 7.045], [5.180, 3.215, 7.745], [4.228, 4.449, 8.154], [3.032, 4.059, 8.938], [5.198, 5.518, 8.942], [5.916, 6.560, 8.321], [3.982, 5.158, 6.685], [2.671, 5.567, 6.307], [7.220, 3.521, 7.806], [6.435, 4.352, 6.383], [6.677, 2.572, 6.499], [5.628, 7.547, 8.684], [5.806, 6.660, 7.241], [6.956, 6.470, 8.632], [1.921, 4.867, 6.675], [2.502, 5.554, 5.230], [2.542, 6.611, 6.594], [-3.056, 14.948, -3.949], [-1.717, 15.180, -3.436], [-1.337, 14.640, -1.918], [-2.118, 15.239, -0.820], [-1.500, 13.037, -2.122], [-0.810, 12.372, -3.193], [0.264, 14.862, -1.914], [0.796, 16.164, -1.553], [-2.891, 14.765, -5.011], [-3.680, 15.833, -3.824], [-3.624, 14.155, -3.462], [-0.394, 13.113, -3.877], [-1.581, 11.838, -3.748], [0.022, 11.713, -2.948], [0.082, 16.821, -1.057], [1.203, 16.666, -2.431], [1.658, 16.027, -0.900], [1.539, 0.806, 1.108], [0.186, 1.234, 0.833], [-0.605, 0.798, -0.479], [0.239, 0.423, -1.674], [-1.517, 2.085, -0.662], [-1.064, 3.288, -1.177], [-1.602, -0.355, 0.115], [-2.627, -0.762, -0.608], [1.773, 0.008, 0.404], [1.526, 0.310, 2.079], [2.307, 1.578, 1.068], [-1.514, 4.092, -0.596], [-1.404, 3.378, -2.209], [0.024, 3.310, -1.135], [-2.595, -0.459, -1.655], [-3.486, -0.335, -0.091], [-2.733, -1.846, -0.653], [0.152, -12.997, -4.073], [0.751, -11.763, -4.014], [1.630, -11.187, -2.718], [1.571, -12.063, -1.547], [1.065, -9.655, -2.624], [1.617, -8.599, -1.806], [3.111, -11.095, -3.403], [3.295, -10.752, -4.732], [0.469, -13.481, -4.997], [-0.909, -12.748, -4.070], [0.410, -13.622, -3.218], [0.830, -8.089, -1.250], [2.170, -7.872, -2.401], [2.388, -8.934, -1.112], [3.479, -11.619, -5.368], [4.165, -10.145, -4.977], [2.419, -10.194, -5.063], [7.656, -9.247, 2.671], [9.003, -8.530, 2.294], [8.928, -7.724, 1.101], [8.316, -6.523, 1.254], [7.778, -6.165, 2.332], [8.447, -5.644, -0.003], [7.602, -5.971, -1.029], [8.230, -4.401, 0.307], [9.694, -5.763, -0.511], [7.910, -10.202, 3.131], [7.039, -9.438, 1.794], [6.966, -8.649, 3.266], [9.861, -9.158, 2.054], [9.432, -7.855, 3.035]], "forces_ev_per_angstrom": [[-0.541, 0.554, 0.700], [-0.468, 1.465, 2.382], [-1.282, -0.265, 0.256], [1.250, -1.762, -2.927], [0.493, -0.024, 0.062], [0.310, 0.263, -0.220], [0.239, -0.233, -0.270], [-0.748, 0.262, -0.751], [0.570, 1.091, 1.596], [-0.692, -0.430, -0.153], [-0.219, 0.235, -0.200], [-0.617, -1.093, -0.163], [1.123, -0.168, 0.355], [0.588, 0.113, -0.686], [-0.527, -0.480, 0.696], [-0.075, 1.184, -0.948], [-0.211, 0.619, 0.913], [0.322, -1.052, -0.018], [0.683, -0.034, -0.079], [-0.030, 0.096, -0.203], [-0.174, -0.342, -0.357], [0.755, 0.070, -0.688], [-1.051, -0.414, 0.574], [0.419, -0.017, 2.463], [0.874, 1.060, -2.374], [-0.827, -0.431, 0.053], [-0.066, -0.214, 0.070], [-0.105, -0.064, -0.090], [-0.247, 0.309, 0.923], [3.326, -0.926, -0.365], [-1.671, 0.255, 1.134], [-1.877, 0.469, -0.875], [0.007, 0.331, -0.191], [-0.040, -0.305, -0.479], [0.497, -0.128, -0.143], [-1.223, 0.306, 1.467], [1.996, 0.832, -3.214], [-1.472, -2.100, 0.536], [-0.126, 0.966, 1.402], [0.377, -0.012, -0.470], [0.370, -0.248, 0.194], [0.091, 0.261, 0.087], [0.377, -0.345, -1.394], [5.850, -3.755, -2.355], [-4.462, 3.300, 3.681], [-2.084, -0.010, -1.094], [0.030, 0.280, 0.168], [0.215, 0.345, 0.564], [0.078, 0.181, 0.434], [0.067, -0.852, 0.544], [1.899, -0.462, 0.443], [-0.937, 1.917, -1.128], [-0.580, -0.482, 0.284], [0.222, -0.229, 0.302], [-0.388, 0.268, -0.551], [-0.280, -0.159, 0.098], [-1.127, 0.255, 0.438], [-0.386, 0.863, -0.572], [0.312, 0.294, -0.395], [0.504, -1.005, 0.318], [-0.095, -0.368, 0.027], [0.409, 0.511, -0.118], [0.386, -0.547, 0.307], [-0.095, -1.079, 0.823], [-0.059, 1.246, -0.242], [0.099, 0.570, -0.111], [1.515, 0.443, -1.130], [-1.463, -1.287, -0.947], [0.741, 1.065, 0.032], [0.350, -0.862, 1.152], [-0.596, 0.191, -0.275], [-0.008, 0.572, -0.004], [-0.238, -0.066, 0.200], [-0.330, 0.164, -0.296], [-0.513, -0.139, 0.426], [0.067, -0.632, -0.019], [0.117, -0.216, -0.382], [-0.017, 0.399, 0.568], [0.832, -0.188, -0.204], [-0.408, -0.187, 0.402], [0.309, 0.559, -0.061], [-0.115, -0.500, 1.649], [-0.097, -0.092, -1.554], [0.681, -0.736, -0.849], [0.747, 0.922, 0.920], [-0.342, 0.636, -1.115], [-1.146, 0.382, 0.252], [0.511, 0.066, -0.077], [-0.348, -0.178, 0.098], [0.283, 0.232, -0.030], [0.509, -0.363, 0.016], [-0.021, 0.063, -0.042], [0.155, -0.239, 0.090], [-0.330, 0.034, 0.842], [-0.200, -0.313, -0.059], [-0.358, -0.143, -0.249], [-0.235, -0.330, 0.166], [-0.475, -1.511, -0.165], [0.535, 0.132, -0.181], [1.189, -0.588, -0.725], [-1.638, 0.527, 2.183], [-1.171, -2.354, 0.723], [0.484, 0.879, -0.643], [5.324, 2.750, 1.388], [-3.830, -1.092, -1.980], [0.342, 0.197, -0.177], [0.027, 0.383, 0.153], [-0.539, 0.297, -0.090], [0.214, -0.004, 0.041], [0.174, 0.076, -0.066], [0.007, 0.398, -0.083], [-0.091, 0.296, -0.105], [-0.735, -0.254, -0.625], [0.190, -0.131, 0.358], [-0.925, -0.905, 0.314], [2.495, 3.471, 1.858], [-0.468, -0.287, -2.598], [0.245, 0.755, -0.143], [0.547, -1.263, -0.067], [0.822, -0.130, 0.122], [-0.645, -0.199, 2.434], [-0.386, 0.604, -1.962], [-0.211, -0.101, 0.005], [-0.251, -0.856, -0.164], [-0.088, -0.070, 0.009], [-0.105, -0.308, -0.211], [-0.431, -0.033, -0.518], [-0.308, -0.515, 0.219], [-0.566, -0.373, 0.161], [0.192, 0.334, 1.038], [0.078, -0.119, -0.495], [0.894, 0.555, -0.563], [-0.132, 0.105, 0.238], [-1.117, 1.826, -0.650], [-1.075, -1.060, 4.011], [1.713, -0.736, -4.138], [0.267, -0.764, -1.403], [0.355, -0.127, 1.131], [-0.172, 0.989, 0.271], [-0.357, 0.078, 0.347], [-0.255, 0.126, 0.168], [0.486, -0.258, -0.398], [0.601, 0.077, 0.469], [-0.575, -0.698, -0.039], [-0.642, -0.114, 0.558]], "charge": 0, "e_lumo_ev": -0.24, "e_above_lowest_ev": 2.7426, "gap_ev": 10.505, "homo_energy_ha": -0.3948}